DFT (ωB97M-V with the def2-TZVPD basis set) results for a molecular structure, C17H27BF4N8O3Pd at a distorted geometry.

Values from the calculation:
LUMO energy: -0.7 eV
frontier orbital gap: 7.239 eV
HOMO energy: -7.96 eV
E: -51160.4753 eV

Geometry as ORCA input:
```
! wB97M-V def2-TZVPD RIJCOSX def2/J DEFGRID3
* xyz 0 1
Pd -0.0157 -0.0002 -0.2775
F 0.3734 0.4232 1.8873
B 0.7457 -0.8438 2.5264
F 1.8171 -0.6083 3.3672
F -0.3613 -1.3677 3.1583
F 1.1623 -1.7324 1.4849
C 3.3763 3.5667 -0.0124
N 2.8831 2.4091 -0.7535
C 1.6975 2.6870 -1.5442
C 3.0681 1.1462 -0.2668
N 2.1698 0.2223 -0.4247
N 4.2625 0.9174 0.3723
C 5.5058 1.3512 -0.2435
C 4.3841 -0.2476 1.2309
H 2.5376 4.1028 0.4388
H 3.9025 4.2514 -0.6798
H 4.0470 3.2538 0.7803
H 1.8328 3.6453 -2.0434
H 0.7953 2.7311 -0.9312
H 1.5630 1.9080 -2.2930
H 2.4769 -0.6912 -0.1175
H 5.3126 2.1061 -0.9997
H 6.0116 0.5036 -0.7196
H 6.1796 1.7692 0.5067
H 3.4723 -0.3988 1.8035
H 5.1985 -0.0711 1.9335
H 4.6186 -1.1610 0.6674
C 0.9946 -1.4555 -3.8945
O 0.8128 -1.1485 -2.4861
C -0.0879 -0.3402 -2.0852
C -1.1121 0.1585 -3.0204
H 1.7969 -2.1826 -3.9304
H 1.2820 -0.5540 -4.4297
H 0.0857 -1.8768 -4.3168
H -0.6647 0.6050 -3.9114
H -1.7330 0.8922 -2.5132
H -1.7373 -0.6813 -3.3417
O 2.0154 -6.3509 -1.3467
C 0.8444 -6.8292 -0.7018
N 0.1115 -5.6775 -0.2638
C -1.1955 -5.4755 -0.5777
O -1.8933 -6.2972 -1.1398
C -1.7321 -4.1417 -0.1535
C -2.9878 -4.0471 0.4326
C -3.4428 -2.8062 0.8334
C -2.6448 -1.6928 0.6085
N -1.4697 -1.7780 -0.0048
C -1.0166 -2.9791 -0.3657
H 2.4643 -7.0936 -1.7622
H 1.1102 -7.4574 0.1526
H 0.1967 -7.3887 -1.3755
H 0.6304 -4.9555 0.2115
H -3.5705 -4.9468 0.5831
H -4.3997 -2.6918 1.3225
H -2.9441 -0.7018 0.9280
H -0.0430 -3.0084 -0.8406
N -1.4988 1.6064 -0.2989
C -1.5587 2.7080 0.1088
N -1.6646 3.8761 0.5737
C -1.5225 5.0472 0.0023
N -1.3739 6.1065 -0.4443
*
```